Arrangement i

Molecular formula: C5H11NO2
Method: DFT, ωB97M-V/def2-TZVPD

Element x y z (Å)
O -1.99 -0.02 -1.47
C -0.81 0.22 -1.40
C 0.16 -0.06 -0.30
C -0.12 -1.54 0.20
C 1.12 -2.45 -0.01
N 0.04 0.86 0.85
C -0.75 2.06 0.77
O -0.26 3.28 0.25
H -0.42 0.81 -2.27
H 1.14 0.14 -0.76
H -0.27 -1.46 1.28
H -0.97 -1.91 -0.35
H 0.80 -3.48 -0.23
H 1.70 -2.56 0.91
H 1.77 -2.10 -0.82
H 0.88 0.84 1.40
H -1.64 1.78 0.20
H -1.03 2.29 1.80
H 0.65 3.29 -0.04

SMILES string = CC[C@@H](C=O)NCO
charge = 0
E_LUMO = 0.6 eV
2S+1 = 1

Arrangement ii

Molecular formula: C5H11NO2
Method: DFT, ωB97M-V/def2-TZVPD

Element x y z (Å)
C 0.68 0.17 1.28
C -0.54 0.40 2.15
O -0.59 1.78 2.50
C 0.48 0.78 -0.11
N -0.54 0.16 -0.93
C -0.30 -1.11 -1.53
C 0.13 -1.19 -2.96
O 0.56 -2.21 -3.43
H 1.56 0.66 1.70
H 0.87 -0.90 1.18
H -0.39 -0.20 3.06
H -1.47 0.10 1.68
H -0.91 1.92 3.39
H 1.43 0.59 -0.64
H 0.45 1.87 -0.05
H -1.50 0.46 -0.84
H -0.65 -2.05 -1.12
H 0.82 -0.93 -1.75
H -0.11 -0.32 -3.58

charge = 0
E_LUMO = 0.8 eV
2S+1 = 1

Arrangement iii

Molecular formula: C5H11NO2
Method: DFT, ωB97M-V/def2-TZVPD

Element x y z (Å)
C 0.41 -1.81 0.98
C 1.07 -1.47 2.27
O 0.89 -1.70 -0.12
O -0.85 0.67 0.85
H -0.75 -0.79 -1.31
H -0.20 1.27 1.23
H -0.62 -2.21 1.11
H 1.16 -2.37 2.87
H 0.44 -0.77 2.81
H 2.06 -1.04 2.10
C -1.07 1.03 -0.53
C 0.18 1.65 -1.11
C 0.63 1.41 -2.32
N -1.49 -0.10 -1.29
H -2.31 -0.51 -0.86
H -1.88 1.78 -0.55
H 0.69 2.34 -0.45
H 0.11 0.74 -2.98
H 1.53 1.87 -2.69

SMILES string = C=C[C@@H](N)O.CC=O
charge = 0
E_LUMO = 0.9 eV
2S+1 = 1

Most stable: arrangement iii

Arrangement i

Molecular formula: C5H11NO2
Method: DFT, ωB97M-V/def2-TZVPD

Element x y z (Å)
C -2.22 -0.11 -0.41
C 2.45 -0.79 -0.40
C -0.02 2.00 -0.22
N -0.19 0.54 -0.28
C -0.18 -0.16 0.77
C -0.28 -1.01 1.75
O 1.93 0.23 0.36
O -2.10 -1.25 -1.09
H -1.47 -1.12 -1.82
H -2.77 -0.23 0.52
H -2.43 0.80 -0.96
H 1.68 -1.30 -1.02
H 3.22 -0.44 -1.11
H 2.90 -1.58 0.21
H 0.57 2.30 -1.08
H 0.50 2.33 0.69
H -1.00 2.50 -0.26
H -1.24 -1.32 2.15
H 0.63 -1.40 2.19

charge = 0
E_LUMO (alpha / beta) = -0.4 / 0.1 eV
2S+1 = 1

Arrangement ii

Molecular formula: C5H11NO2
Method: DFT, ωB97M-V/def2-TZVPD

Element x y z (Å)
C -1.13 -0.38 -1.11
C 0.76 2.11 0.39
C -1.79 -0.44 1.17
C 1.51 -1.47 -0.28
N -1.45 0.29 -0.02
C 0.97 -0.16 -0.79
O 0.69 0.70 0.54
O 1.37 0.42 -1.76
H -1.24 0.14 -2.05
H -1.23 -1.47 -1.14
H -0.26 2.52 0.46
H 1.19 2.40 -0.57
H 1.37 2.51 1.20
H -2.89 -0.42 1.23
H -1.46 -1.49 1.16
H -1.39 0.07 2.04
H 1.50 -2.21 -1.08
H 2.54 -1.29 0.04
H 0.94 -1.83 0.57

SMILES string = COC(C)=O.C=NC
charge = 0
E_LUMO = -0.3 eV
2S+1 = 1

Most stable: arrangement ii

Arrangement i

Molecular formula: C5H11NO
Method: DFT, ωB97M-V/def2-TZVPD

Element x y z (Å)
C -1.03 -2.12 1.29
N 0.97 0.17 0.85
C -0.38 0.27 0.52
C -1.21 -0.79 0.53
C 0.02 2.39 -0.71
C -0.81 1.40 -0.34
H -0.99 -2.96 0.61
H -0.09 -2.04 1.85
H -1.88 -2.22 1.96
H 1.44 -0.71 0.86
H 1.54 0.89 0.43
H -2.14 -0.86 -0.03
H 0.91 2.72 -0.17
H -0.36 3.13 -1.40
H -1.88 1.51 -0.44
H 2.28 -0.02 -2.63
H 1.45 -0.19 -1.34
O 2.19 -0.54 -1.84

SMILES string = C=C/C(N)=C/C.O
charge = 0
E_LUMO = 0.7 eV
2S+1 = 1

Arrangement ii

Molecular formula: C5H11NO
Method: DFT, ωB97M-V/def2-TZVPD

Element x y z (Å)
C -1.86 -0.91 -0.45
C -1.53 0.25 0.48
N -0.07 0.48 0.61
C 0.44 0.43 1.84
C 0.60 0.74 -0.52
C 2.03 0.38 -0.71
O 2.16 -0.68 -1.67
H -2.95 -0.99 -0.56
H -1.49 -1.86 -0.05
H -1.43 -0.76 -1.45
H -1.96 1.18 0.10
H -1.93 0.08 1.48
H 1.44 0.81 2.01
H -0.11 -0.06 2.63
H 0.00 0.97 -1.39
H 2.63 1.20 -1.12
H 2.48 0.09 0.25
H 1.57 -1.38 -1.36

charge = 0
E_LUMO = 0.9 eV
2S+1 = 1

Most stable: arrangement i

Arrangement i

Molecular formula: C5H11NO
Method: DFT, ωB97M-V/def2-TZVPD

Element x y z (Å)
C -0.32 -0.42 -2.37
C -0.77 0.31 -1.33
N -1.35 -0.17 -0.16
C -1.29 0.55 1.15
C 0.99 1.40 1.60
C 0.10 0.42 1.73
H -0.68 -1.43 -2.51
H 0.23 0.07 -3.15
H -0.67 1.39 -1.35
H -1.20 -1.17 -0.08
H -2.04 0.08 1.79
H -1.62 1.58 0.96
H 1.92 1.29 2.18
H 0.90 2.15 0.82
H 0.36 -0.52 2.20
H 1.57 -1.17 -0.81
H 2.21 -2.52 -0.53
O 1.65 -1.85 -0.13

SMILES string = C=CCNC=C.O
charge = 0
E_LUMO = 1.0 eV
2S+1 = 1

Arrangement ii

Molecular formula: C5H11NO
Method: DFT, ωB97M-V/def2-TZVPD

Element x y z (Å)
C -1.14 -0.97 -1.39
C -0.62 0.07 -0.37
C -1.24 -0.17 0.98
N 0.83 0.07 -0.05
C 1.27 0.62 1.48
C 1.59 0.38 -1.19
O 1.11 0.65 -2.28
H -0.91 -2.00 -1.10
H -2.24 -0.88 -1.42
H -0.77 -0.78 -2.39
H -0.86 1.06 -0.78
H -0.58 0.35 1.64
H -2.23 0.25 1.12
H -1.17 -1.22 1.25
H 0.63 0.81 2.39
H 1.94 -0.14 1.87
H 1.69 1.60 1.33
H 2.68 0.30 -1.09

SMILES string = CC(C)N(C)C=O
charge = 0
E_LUMO = 0.7 eV
2S+1 = 1

Arrangement iii

Molecular formula: C5H11NO
Method: DFT, ωB97M-V/def2-TZVPD

Element x y z (Å)
C 2.52 -0.31 0.88
C 1.59 -0.31 -0.04
C 1.21 -0.74 -1.35
C -0.69 1.73 -0.72
C -2.33 -0.60 1.29
N -0.79 0.90 0.46
O -1.77 -0.06 0.17
H 2.34 0.38 1.76
H 3.37 -0.95 0.69
H 0.80 -0.01 -2.05
H 0.44 -1.63 -1.43
H 2.16 -1.08 -1.78
H -0.20 1.35 -1.55
H -1.60 2.17 -0.93
H -0.18 2.70 -0.33
H -3.34 -0.11 1.51
H -1.68 -0.58 2.22
H -2.58 -1.67 1.25

charge = 0
E_LUMO (alpha / beta) = 0.6 / 0.8 eV
2S+1 = 1

Arrangement iv

Molecular formula: C5H11NO
Method: DFT, ωB97M-V/def2-TZVPD

Element x y z (Å)
C 0.91 0.18 -0.99
C 0.34 -0.93 -0.17
C 1.15 -1.55 0.94
N -0.17 0.42 -0.05
C 0.02 1.19 1.17
C -2.14 0.60 -1.39
O -2.26 -0.49 -1.89
H 1.91 0.52 -0.73
H 0.65 0.29 -2.04
H -1.59 1.43 -1.89
H -0.38 -1.60 -0.66
H 0.52 -1.83 1.79
H 1.65 -2.46 0.59
H 1.93 -0.87 1.32
H -0.64 0.79 1.95
H 1.05 1.19 1.55
H -0.28 2.22 0.96
H -2.68 0.90 -0.47

SMILES string = C[C@@H]1CN1C.C=O
charge = 0
E_LUMO = 0.9 eV
2S+1 = 1

Most stable: arrangement i

Arrangement i

Molecular formula: C3H7NO2
Method: DFT, ωB97M-V/def2-TZVPD

Element x y z (Å)
C 0.27 -0.66 1.58
C -0.83 0.70 -0.06
C 0.02 0.70 -1.16
H 0.18 0.41 2.30
H 1.50 -0.55 1.22
H 0.36 -1.96 2.13
H -2.10 0.88 -0.22
H -0.40 1.63 0.74
H 1.03 -0.50 -2.30
H -0.14 -1.42 -1.55
N 0.59 -0.47 -1.54
O -0.77 -0.49 0.72
O 0.30 1.72 -1.87

charge = 0
E_LUMO = 0.5 eV
2S+1 = 1

Arrangement ii

Molecular formula: C3H7NO2
Method: DFT, ωB97M-V/def2-TZVPD

Element x y z (Å)
N -1.66 -0.90 -0.79
C -0.72 0.03 -0.39
O 0.56 -0.34 -0.63
C -0.99 1.25 0.11
C 1.55 0.14 0.31
O 2.01 -0.97 0.99
H -2.61 -0.67 -0.51
H -1.44 -1.88 -0.69
H -1.97 1.51 0.46
H -0.22 2.00 0.06
H 2.30 0.65 -0.30
H 1.17 0.84 1.08
H 2.00 -1.66 0.31

SMILES string = C=C(N)OCO
charge = 0
E_LUMO = 0.9 eV
2S+1 = 1

Most stable: arrangement ii

Arrangement i

Molecular formula: C3H7NO2
Method: DFT, ωB97M-V/def2-TZVPD

Element x y z (Å)
O 1.29 1.63 -0.55
C 0.55 0.63 -0.62
N 0.54 -0.49 0.28
C -0.44 -1.34 0.82
O -1.39 -0.45 1.70
C -0.24 0.29 -1.82
H 1.21 -0.24 1.09
H -0.08 -2.06 1.63
H -1.12 -1.74 0.05
H -0.90 0.26 2.12
H -1.31 0.14 -1.45
H 0.07 -0.69 -2.24
H -0.02 0.83 -2.64

SMILES string = CC(=O)NCO
charge = 0
E_LUMO = 0.8 eV
2S+1 = 1

Arrangement ii

Molecular formula: C3H7NO2
Method: DFT, ωB97M-V/def2-TZVPD

Element x y z (Å)
O -1.63 0.32 -0.06
C -0.60 -0.54 0.44
C 0.29 -1.25 -0.57
O 1.26 -0.25 -0.89
C 0.93 0.65 0.12
N 0.29 1.77 -0.24
H -0.73 1.46 -0.51
H -0.45 -0.63 1.51
H -1.70 -0.98 0.32
H 0.77 -2.14 -0.14
H -0.26 -1.52 -1.48
H 1.60 0.68 0.98
H 0.24 2.44 0.53

charge = 0
E_LUMO = 0.5 eV
2S+1 = 1

Most stable: arrangement i

Arrangement i

Molecular formula: C5H7NO
Method: DFT, ωB97M-V/def2-TZVPD

Element x y z (Å)
C 0.75 1.54 -1.54
C 0.72 1.40 -0.21
C -0.79 -1.10 0.77
C -0.23 -1.31 2.07
O -1.42 -0.52 1.85
C -0.89 -1.18 -0.52
N -0.94 -1.25 -1.75
H -0.41 -0.45 -2.15
H 1.59 1.17 -2.13
H -0.05 2.04 -2.08
H 1.53 0.91 0.33
H -0.11 1.77 0.39
H -0.40 -2.26 2.58
H 0.65 -0.75 2.39

SMILES string = N=C=C1CO1.C=C
charge = 0
E_LUMO = 0.9 eV
2S+1 = 1

Arrangement ii

Molecular formula: C5H7NO
Method: DFT, ωB97M-V/def2-TZVPD

Element x y z (Å)
C 1.82 -0.56 0.42
C 0.40 -0.17 0.14
N -0.59 -0.87 0.95
C -0.96 -0.68 -0.41
C -1.49 0.75 -0.59
C -0.02 1.15 -0.44
O 0.64 2.01 -0.96
H 2.54 -0.22 -0.33
H 1.90 -1.64 0.60
H 2.04 -0.05 1.36
H -1.11 -0.29 1.61
H -1.18 -1.51 -1.07
H -2.09 1.08 0.26
H -1.97 1.03 -1.53

SMILES string = C[C@]12N[C@H]1CC2=O
charge = 0
E_LUMO = 1.0 eV
2S+1 = 1

Most stable: arrangement ii

Arrangement i

Molecular formula: C5H7NO
Method: DFT, ωB97M-V/def2-TZVPD

Element x y z (Å)
C -1.24 -0.12 1.07
C 1.75 -0.16 0.52
C -0.32 1.16 -0.56
C 0.34 0.04 0.07
N -0.53 -1.12 -2.06
C -0.28 -0.22 -1.22
O -0.54 2.35 -0.58
H -1.04 -0.79 -2.88
H -1.27 -1.19 1.19
H -2.19 0.19 0.63
H -1.03 0.48 1.95
H 1.96 0.43 1.41
H 1.94 -1.22 0.72
H 2.43 0.17 -0.27

SMILES string = [H]/N=C1\C(=O)C1(C)C
charge = 0
E_LUMO = 0.4 eV
2S+1 = 1

Arrangement ii

Molecular formula: C5H7NO
Method: DFT, ωB97M-V/def2-TZVPD

Element x y z (Å)
C -0.35 2.27 -0.30
C -0.68 1.44 0.69
C 0.22 -1.36 -0.39
C 0.09 -1.92 0.92
O -1.01 -1.88 -0.03
C 0.69 -0.45 -1.36
N 1.03 -1.65 -1.59
H 0.76 0.53 -1.81
H 0.64 2.72 -0.36
H -1.04 2.49 -1.10
H 0.03 1.20 1.48
H -1.65 0.95 0.74
H 0.51 -2.92 1.06
H -0.05 -1.33 1.83

SMILES string = C1=N[C@@]12CO2.C=C
charge = 0
E_LUMO = 1.0 eV
2S+1 = 1

Arrangement iii

Molecular formula: C5H7NO
Method: DFT, ωB97M-V/def2-TZVPD

Element x y z (Å)
C 0.26 -1.53 -1.49
C 0.03 -0.81 -0.22
C 0.96 -0.63 0.72
O 0.66 0.45 1.48
C -0.53 1.02 0.82
N -0.61 2.33 1.22
C -1.07 0.10 0.00
H -0.45 -2.34 -1.63
H 1.28 -1.90 -1.50
H 0.16 -0.82 -2.33
H 1.84 -1.24 0.88
H 0.18 2.39 1.85
H -0.60 3.08 0.55
H -2.09 -0.09 -0.35

SMILES string = Cc1coc(N)c1
charge = 0
E_LUMO = 1.0 eV
2S+1 = 1

Most stable: arrangement iii

Arrangement i

Molecular formula: C5H7NO
Method: DFT, ωB97M-V/def2-TZVPD

Element x y z (Å)
C 2.46 0.30 -0.18
C -1.14 1.05 0.90
C -0.80 -0.24 0.33
C -0.24 1.13 -0.05
C -1.58 -0.95 -0.74
N 2.38 -0.23 0.89
O 2.35 0.94 -1.15
H -1.30 1.66 1.68
H 2.90 -0.83 1.37
H -0.21 -0.93 0.90
H 0.44 1.66 -0.73
H -2.27 -0.32 -1.47
H -2.15 -1.77 -0.32
H -0.86 -1.48 -1.42

SMILES string = CC1C=C1.N=C=O
charge = 0
E_LUMO = 0.7 eV
2S+1 = 1

Arrangement ii

Molecular formula: C5H7NO
Method: DFT, ωB97M-V/def2-TZVPD

Element x y z (Å)
C -1.71 -1.05 0.26
C -0.31 -0.58 0.20
C 0.25 0.57 -0.27
N -0.42 1.66 -0.87
C 1.67 0.43 -0.10
C 1.86 -0.79 0.47
O 0.67 -1.41 0.67
H -2.18 -0.89 1.24
H -2.31 -0.52 -0.49
H -1.76 -2.12 0.03
H 0.18 2.47 -0.96
H -1.24 1.93 -0.35
H 2.44 1.14 -0.37
H 2.74 -1.33 0.78

SMILES string = Cc1occc1N
charge = 0
E_LUMO = 1.1 eV
2S+1 = 1

Arrangement iii

Molecular formula: C5H7NO
Method: DFT, ωB97M-V/def2-TZVPD

Element x y z (Å)
C -3.16 -0.28 0.33
C -0.11 -0.97 -0.14
C 0.74 0.13 0.36
C -1.18 0.03 -0.13
C 1.86 0.76 -0.51
N -2.39 0.07 -0.65
O -0.44 0.96 0.56
H -2.92 -0.46 1.36
H 0.24 -1.17 -1.08
H -0.24 -1.85 0.48
H 1.03 -0.11 1.38
H 1.55 1.14 -1.44
H 2.71 0.10 -0.47
H 2.30 1.67 -0.04

charge = 0
E_LUMO (alpha / beta) = 0.4 / 0.4 eV
2S+1 = 1

Most stable: arrangement ii

Arrangement i

Molecular formula: C2Br2F4O2S
Method: DFT, ωB97M-V/def2-TZVPD

Element x y z (Å)
C 1.40 -0.70 -0.60
C 1.02 0.75 -0.14
O -2.32 0.45 1.83
O 0.24 1.32 -0.78
F 1.80 -1.55 0.34
F 0.28 -1.09 -1.22
F -0.66 -0.70 0.74
F -2.54 2.59 0.44
S -1.33 1.06 1.08
Br 2.79 -0.69 -1.75
Br 0.95 0.94 1.81

charge = 0
E_LUMO = -2.4 eV
2S+1 = 1

Arrangement ii

Molecular formula: C2Br2F4O2S
Method: DFT, ωB97M-V/def2-TZVPD

Element x y z (Å)
C 1.42 0.97 -0.19
C -0.17 -0.70 0.66
O -1.18 -0.67 -1.69
O -2.82 -0.74 0.25
F 1.37 1.63 0.98
F 1.10 1.66 -1.20
F -0.46 -0.66 2.00
F -1.52 1.21 -0.18
S -1.62 -0.38 -0.37
Br 3.05 0.00 -0.42
Br 0.84 -2.30 0.17

charge = 0
E_LUMO (alpha / beta) = -1.7 / -1.5 eV
2S+1 = 1

Most stable: arrangement ii

Arrangement i

Molecular formula: C3H5FN2
Method: DFT, ωB97M-V/def2-TZVPD

Element x y z (Å)
C -0.14 0.34 -0.49
C -0.69 -0.75 0.32
C -1.88 -1.28 0.16
H 0.78 2.49 -1.18
H 2.25 2.23 -0.57
H -0.79 0.94 -1.18
H -2.49 -1.05 -0.67
H -2.14 -2.12 0.82
N 1.51 1.81 -1.04
N 1.03 0.74 -0.29
F 0.09 -1.14 1.36

SMILES string = C=C(F)/C=N/N
charge = 0
E_LUMO = 0.9 eV
2S+1 = 1

Arrangement ii

Molecular formula: C3H5FN2
Method: DFT, ωB97M-V/def2-TZVPD

Element x y z (Å)
C -0.54 -1.18 -0.19
C -1.06 0.23 -0.21
C 1.18 0.13 0.46
N 0.65 -1.32 0.19
N 0.08 1.01 0.25
F 2.22 0.37 -0.40
H -1.14 -2.02 -0.48
H -1.43 0.50 -1.21
H -1.89 0.33 0.50
H 1.59 0.17 1.48
H 0.34 1.76 -0.38

SMILES string = F[C@@H]1N=CCN1
charge = 0
E_LUMO = 1.0 eV
2S+1 = 1

Most stable: arrangement ii

Arrangement i

Molecular formula: C2H2FN
Method: DFT, ωB97M-V/def2-TZVPD

Element x y z (Å)
C -0.96 -0.24 0.62
C 0.02 -0.10 -0.23
N 1.23 0.29 -0.60
F 2.05 -0.21 0.39
H -1.44 -1.00 1.04
H -1.05 0.68 0.84

SMILES string = C=C=NF
charge = 0
E_LUMO = 0.4 eV
2S+1 = 1

Arrangement ii

Molecular formula: C2H2FN
Method: DFT, ωB97M-V/def2-TZVPD

Element x y z (Å)
C -1.88 0.02 0.04
C -0.59 -0.58 0.14
N -2.84 0.60 -0.01
F -0.31 -1.92 -0.15
H 0.22 0.52 -0.98
H -0.16 -0.45 1.11

charge = 0
E_LUMO = -0.7 eV
2S+1 = 1

Most stable: arrangement ii